Molecular formula: C27H29N7O3RhSSe
Method: DFT, ωB97M-V with the def2-TZVPD basis set

spin multiplicity	5
net charge	+1
energy	-124222.781	eV
frontier orbital gap (spin up / spin down)	5.9 / 5.6	eV
F_max	1.1	eV Å⁻¹

Atoms and positions in Å:
1 Rh 0.132 -0.284 -0.096
2 N 7.142 7.271 0.299
3 C 6.363 6.428 0.237
4 C 5.389 5.384 0.159
5 C 5.439 4.449 -0.875
6 C 4.500 3.438 -0.931
7 C 3.491 3.335 0.033
8 C 3.446 4.289 1.053
9 C 4.382 5.303 1.120
10 C 2.495 2.251 -0.045
11 C 2.936 0.907 -0.214
12 C 4.302 0.417 -0.250
13 C 4.242 -0.937 -0.462
14 C 2.882 -1.270 -0.532
15 N 2.104 -0.150 -0.363
16 C 1.126 2.559 -0.020
17 C 0.561 3.872 -0.053
18 C -0.822 3.740 -0.040
19 C -1.088 2.384 -0.011
20 N 0.084 1.652 -0.020
21 H 6.205 4.534 -1.634
22 H 4.518 2.740 -1.758
23 H 2.684 4.210 1.819
24 H 4.344 6.036 1.913
25 H 5.188 1.009 -0.109
26 H 5.072 -1.617 -0.556
27 H 2.437 -2.232 -0.719
28 H 1.124 4.786 -0.115
29 H -1.557 4.526 -0.066
30 H -2.059 1.928 0.054
31 C -4.717 -1.593 -0.405
32 C -4.193 -1.116 0.955
33 C -4.478 -2.164 2.027
34 C -4.839 0.218 1.327
35 N -2.713 -0.946 0.965
36 N -2.111 -0.522 -0.251
37 H -5.760 -1.894 -0.311
38 H -4.147 -2.450 -0.758
39 H -4.682 -0.801 -1.157
40 H -5.550 -2.312 2.145
41 H -4.066 -1.850 2.989
42 H -4.028 -3.119 1.747
43 H -5.924 0.137 1.253
44 H -4.524 1.021 0.654
45 H -4.588 0.502 2.349
46 H -2.260 -1.813 1.223
47 H -2.683 0.228 -0.619
48 H -2.167 -1.295 -0.922
49 C 0.515 -4.603 -0.668
50 S -0.363 -3.069 -0.501
51 O -0.055 -2.512 0.838
52 O -1.771 -3.336 -0.682
53 O 0.158 -2.079 -1.481
54 H -0.099 -5.362 -0.189
55 H 1.470 -4.506 -0.158
56 H 0.639 -4.824 -1.725
57 Se -1.089 0.476 3.285
58 N 0.287 -0.080 2.303
59 C 1.098 -0.781 3.111
60 C 2.313 -1.408 2.753
61 C 3.027 -2.064 3.712
62 C 2.601 -2.112 5.064
63 C 1.443 -1.515 5.457
64 C 0.657 -0.849 4.486
65 N -0.481 -0.215 4.752
66 H 2.654 -1.373 1.734
67 H 3.953 -2.554 3.438
68 H 3.215 -2.627 5.790
69 H 1.124 -1.512 6.490

=====

Molecular formula: C27H29N9SSr
Method: DFT, ωB97M-V with the def2-TZVPD basis set

net charge	+2
energy	-53543.078	eV
frontier orbital gap	8.2	eV
F_max	1.0	eV Å⁻¹

Atoms and positions in Å:
1 Sr -0.270 0.682 0.091
2 C 1.490 -0.624 -3.181
3 C 1.901 0.549 -2.330
4 N 1.437 1.704 -2.584
5 C 1.926 2.917 -1.918
6 C 0.795 3.755 -1.336
7 N 0.404 3.215 -0.017
8 C -0.616 4.016 0.694
9 C -0.915 3.391 2.052
10 N -1.515 2.046 1.887
11 C -1.472 1.171 3.087
12 C -0.041 0.793 3.502
13 N 0.800 0.504 2.327
14 C 2.032 0.191 2.460
15 C 2.706 0.000 3.785
16 C 2.831 0.004 1.175
17 C 4.119 -0.489 1.146
18 C 4.758 -0.611 -0.089
19 C 4.096 -0.262 -1.250
20 C 2.794 0.214 -1.143
21 N 2.197 0.344 0.038
22 H 2.351 -1.254 -3.411
23 H 1.037 -0.272 -4.103
24 H 0.778 -1.264 -2.652
25 H 2.407 3.504 -2.700
26 H 2.686 2.727 -1.151
27 H -0.066 3.723 -2.006
28 H 1.104 4.800 -1.257
29 H 1.248 3.240 0.553
30 H -1.522 4.051 0.082
31 H -0.291 5.052 0.830
32 H -1.557 4.049 2.640
33 H 0.022 3.289 2.604
34 H -2.494 2.176 1.650
35 H -2.039 0.270 2.843
36 H -1.955 1.631 3.953
37 H -0.090 -0.065 4.177
38 H 0.408 1.604 4.078
39 H 2.356 0.740 4.503
40 H 3.788 0.076 3.725
41 H 2.457 -0.985 4.190
42 H 4.634 -0.778 2.050
43 H 5.774 -0.983 -0.134
44 H 4.571 -0.361 -2.218
45 S -4.405 -5.583 -2.737
46 N -4.904 -4.096 -2.374
47 C -3.845 -3.469 -1.881
48 C -3.817 -2.075 -1.456
49 C -4.944 -1.257 -1.535
50 C -4.846 0.060 -1.157
51 C -3.611 0.522 -0.718
52 N -2.526 -0.244 -0.623
53 C -2.619 -1.546 -0.983
54 C -1.406 -2.412 -0.839
55 N -0.290 -1.874 -0.282
56 C 0.769 -2.669 -0.137
57 C 0.805 -4.003 -0.527
58 C -0.321 -4.544 -1.098
59 C -1.451 -3.742 -1.253
60 C -2.698 -4.267 -1.801
61 N -2.881 -5.511 -2.221
62 H -5.874 -1.675 -1.900
63 H -5.693 0.730 -1.207
64 H -3.499 1.565 -0.438
65 H 1.649 -2.226 0.317
66 H 1.702 -4.588 -0.375
67 H -0.359 -5.579 -1.418

=====

Molecular formula: C27H29NO4P2Pb
Method: DFT, ωB97M-V with the def2-TZVPD basis set

net charge	+2
energy	-61960.010	eV
frontier orbital gap	3.3	eV
F_max	3.9	eV Å⁻¹

Atoms and positions in Å:
1 C -2.253 2.693 -3.222
2 C -1.936 1.455 -2.675
3 C -0.555 1.062 -2.647
4 C 0.450 2.033 -2.864
5 C 0.098 3.282 -3.383
6 C -1.245 3.592 -3.599
7 C 1.833 1.683 -2.415
8 C 2.139 0.225 -2.554
9 C 1.061 -0.671 -2.361
10 C 1.329 -2.052 -2.088
11 C 2.622 -2.517 -2.288
12 C 3.665 -1.643 -2.629
13 C 3.433 -0.272 -2.725
14 H -3.303 2.956 -3.340
15 H 0.884 3.998 -3.631
16 H -1.529 4.548 -4.040
17 H 2.575 2.291 -2.939
18 H 2.820 -3.580 -2.159
19 H 4.667 -2.041 -2.796
20 H 4.250 0.426 -2.933
21 N -0.229 -0.218 -2.297
22 Pb -0.299 0.305 0.787
23 C -2.978 0.545 -2.060
24 H -2.813 -0.490 -2.388
25 H -3.982 0.875 -2.355
26 C 0.214 -2.908 -1.544
27 H -0.685 -2.787 -2.166
28 H 0.525 -3.959 -1.525
29 P -2.937 0.511 -0.203
30 P -0.306 -2.458 0.186
31 C 1.005 -3.300 1.131
32 H 0.732 -3.311 2.194
33 H 1.118 -4.335 0.772
34 H 1.949 -2.750 1.012
35 C -1.730 -3.585 0.385
36 H -1.400 -4.631 0.298
37 H -2.192 -3.436 1.369
38 H -2.477 -3.370 -0.392
39 C -3.544 2.187 0.176
40 H -4.481 2.394 -0.358
41 H -3.713 2.273 1.258
42 H -2.794 2.933 -0.114
43 C -4.368 -0.539 0.216
44 H -4.386 -0.699 1.303
45 H -5.305 -0.050 -0.091
46 H -4.277 -1.515 -0.280
47 C -1.432 -0.974 2.742
48 O -1.679 -1.215 3.833
49 H 1.904 1.914 -1.309
50 O 0.797 2.736 2.753
51 C 1.420 1.879 3.594
52 C 0.933 1.783 4.915
53 C 1.460 0.816 5.755
54 C 2.505 -0.017 5.327
55 C 2.988 0.083 4.018
56 C 2.455 1.018 3.131
57 C 2.599 0.827 1.629
58 O 3.035 -0.259 1.200
59 O 2.127 1.795 0.885
60 H 1.327 2.614 1.875
61 H 0.129 2.456 5.216
62 H 1.059 0.715 6.767
63 H 2.944 -0.751 6.003
64 H 3.778 -0.571 3.640

=====

Molecular formula: C27H30BrF7IrN6O3PS
Method: DFT, ωB97M-V with the def2-TZVPD basis set

spin multiplicity	2
net charge	+3
energy	-155569.579	eV
frontier orbital gap (spin up / spin down)	7.5 / 5.8	eV
F_max	0.9	eV Å⁻¹

Atoms and positions in Å:
1 Ir -0.560 0.494 -0.424
2 F -0.258 -6.481 -0.380
3 C -0.368 -5.246 -0.796
4 C -0.472 -4.970 -2.155
5 F -0.459 -5.948 -3.025
6 C -0.585 -3.651 -2.577
7 F -0.678 -3.397 -3.873
8 C -0.602 -2.596 -1.677
9 P -0.719 -0.884 -2.237
10 C -2.216 -0.711 -3.180
11 C -2.271 0.096 -4.314
12 C -3.475 0.239 -4.987
13 C -4.614 -0.402 -4.522
14 C -4.563 -1.196 -3.380
15 C -3.365 -1.359 -2.706
16 C 0.826 -0.449 -2.993
17 C 1.187 -0.518 -4.330
18 C 2.466 -0.112 -4.696
19 C 3.358 0.356 -3.741
20 C 3.001 0.426 -2.396
21 C 1.735 0.013 -2.034
22 C -0.487 -2.908 -0.333
23 Br -0.450 -1.535 1.018
24 C -0.374 -4.202 0.124
25 F -0.264 -4.454 1.422
26 H -1.392 0.622 -4.663
27 H -3.523 0.857 -5.873
28 H -5.549 -0.290 -5.054
29 H -5.453 -1.703 -3.031
30 H -3.318 -2.024 -1.848
31 H 0.495 -0.885 -5.076
32 H 2.766 -0.162 -5.733
33 H 4.348 0.674 -4.043
34 H 3.707 0.786 -1.661
35 H 1.466 0.036 -0.946
36 N -2.522 0.717 0.021
37 C -2.806 2.103 0.532
38 C -1.742 2.409 1.568
39 N -0.408 2.213 0.939
40 H -3.103 0.465 -0.785
41 H -2.774 0.074 0.773
42 H -3.801 2.113 0.977
43 H -2.801 2.795 -0.305
44 H -1.838 1.715 2.407
45 H -1.863 3.425 1.944
46 H 0.339 2.223 1.627
47 H -0.252 3.018 0.317
48 C 2.612 -0.875 3.598
49 N 1.600 0.197 3.532
50 C 2.298 1.411 4.011
51 N 2.823 1.221 5.362
52 C 3.866 0.190 5.411
53 N 3.099 -0.971 4.977
54 C 2.036 -1.380 5.908
55 N 1.043 -0.304 5.872
56 C 0.536 -0.141 4.515
57 C 1.729 0.916 6.295
58 H 3.452 -0.649 2.942
59 H 2.169 -1.831 3.321
60 H 1.596 2.245 4.043
61 H 3.118 1.655 3.337
62 H 4.247 0.058 6.420
63 H 4.676 0.407 4.718
64 H 2.443 -1.504 6.909
65 H 1.600 -2.317 5.564
66 H -0.204 0.659 4.518
67 H 0.053 -1.069 4.208
68 H 2.125 0.799 7.302
69 H 1.025 1.749 6.293
70 F -0.150 2.930 -4.578
71 C 0.073 3.735 -3.545
72 F -0.145 4.984 -3.880
73 F 1.323 3.577 -3.127
74 S -1.079 3.281 -2.173
75 O -0.785 4.139 -1.055
76 O -2.409 3.229 -2.680
77 O -0.536 1.872 -1.911

=====

Molecular formula: C27H30CaF6N4O5PS2
Method: DFT, ωB97M-V with the def2-TZVPD basis set

net charge	+1
energy	-110380.981	eV
frontier orbital gap	7.5	eV
F_max	2.1	eV Å⁻¹

Atoms and positions in Å:
1 Ca -0.994 0.801 -0.677
2 N -0.678 1.618 2.545
3 C -0.878 3.036 3.010
4 C 0.410 3.796 2.715
5 C 0.608 4.083 1.226
6 N 0.888 2.822 0.482
7 C -0.605 4.819 0.660
8 C -1.945 4.131 0.905
9 N -2.066 2.986 -0.005
10 C -2.094 3.690 2.366
11 H -0.111 1.070 3.203
12 H -0.122 1.660 1.664
13 H -1.537 1.075 2.360
14 H -1.048 2.955 4.086
15 H 1.273 3.273 3.134
16 H 0.354 4.751 3.244
17 H 1.467 4.758 1.135
18 H 1.847 2.538 0.674
19 H 0.886 3.038 -0.515
20 H -0.468 4.999 -0.409
21 H -0.627 5.808 1.123
22 H -2.749 4.850 0.708
23 H -2.146 3.312 -0.967
24 H -2.940 2.487 0.143
25 H -2.986 3.074 2.495
26 H -2.272 4.591 2.960
27 F -4.810 -1.759 1.361
28 C -4.286 -1.099 0.328
29 F -4.636 0.176 0.452
30 F -4.769 -1.605 -0.796
31 S -2.424 -1.383 0.362
32 O -1.952 -0.167 1.103
33 O -2.244 -2.610 1.079
34 N -2.351 -0.653 -2.265
35 S -1.317 0.057 -3.444
36 O -0.779 -0.905 -4.339
37 O -0.400 1.016 -2.824
38 C -2.574 1.088 -4.374
39 F -2.740 2.284 -3.825
40 F -2.065 1.256 -5.590
41 F -3.724 0.457 -4.462
42 O -2.940 0.493 -1.630
43 C -1.631 -1.445 -1.154
44 C -0.954 -2.710 -1.527
45 C -1.672 -3.778 -2.052
46 C -1.023 -4.944 -2.430
47 C 0.351 -5.046 -2.286
48 C 1.082 -3.987 -1.767
49 C 0.443 -2.815 -1.383
50 P 1.378 -1.354 -0.799
51 C 1.305 -1.432 1.033
52 C 0.704 -2.444 1.769
53 C 0.669 -2.386 3.157
54 C 1.272 -1.337 3.832
55 C 1.917 -0.335 3.108
56 C 1.917 -0.380 1.723
57 C 3.129 -1.705 -1.091
58 C 3.926 -2.463 -0.237
59 C 5.254 -2.700 -0.550
60 C 5.797 -2.190 -1.721
61 C 5.009 -1.438 -2.581
62 C 3.682 -1.194 -2.263
63 H -2.744 -3.683 -2.162
64 H -1.586 -5.771 -2.838
65 H 0.860 -5.951 -2.584
66 H 2.157 -4.073 -1.675
67 H 0.239 -3.277 1.263
68 H 0.180 -3.175 3.709
69 H 1.272 -1.313 4.912
70 H 2.451 0.456 3.624
71 H 2.449 0.389 1.167
72 H 3.516 -2.871 0.679
73 H 5.866 -3.289 0.119
74 H 6.832 -2.380 -1.964
75 H 5.423 -1.040 -3.496
76 H 3.073 -0.604 -2.937

=====

Molecular formula: C27H30ClMoNOP2
Method: DFT, ωB97M-V with the def2-TZVPD basis set

spin multiplicity	3
net charge	+2
energy	-64963.253	eV
frontier orbital gap (spin up / spin down)	4.3 / 4.7	eV
F_max	7.5	eV Å⁻¹

Atoms and positions in Å:
1 C -0.938 -1.434 -4.378
2 C -0.117 -0.749 -3.489
3 C -0.390 0.625 -3.203
4 C -1.575 1.249 -3.748
5 C -2.384 0.501 -4.646
6 C -2.059 -0.808 -4.957
7 C -1.892 2.534 -3.293
8 C -1.069 3.214 -2.388
9 C 0.109 2.524 -1.911
10 C 0.919 3.123 -0.895
11 C 0.601 4.390 -0.424
12 C -0.519 5.080 -0.924
13 C -1.344 4.510 -1.878
14 H -0.702 -2.472 -4.618
15 H -3.270 0.986 -5.059
16 H -2.684 -1.374 -5.647
17 H -2.800 3.019 -3.654
18 H 1.233 4.840 0.345
19 H -0.738 6.074 -0.539
20 H -2.225 5.027 -2.256
21 N 0.403 1.279 -2.331
22 Mo 0.009 -0.635 0.846
23 C 1.023 -1.400 -2.737
24 H 1.813 -0.655 -2.569
25 H 1.405 -2.268 -3.293
26 C 2.077 2.311 -0.356
27 H 2.508 1.702 -1.164
28 H 2.846 2.974 0.065
29 P 0.544 -1.987 -1.036
30 P 1.572 1.097 0.963
31 C 1.267 2.178 2.406
32 H 1.083 1.553 3.290
33 H 2.136 2.824 2.594
34 H 0.381 2.802 2.226
35 C 3.210 0.354 1.303
36 H 3.932 1.149 1.540
37 H 3.134 -0.336 2.152
38 H 3.556 -0.199 0.419
39 C -0.675 -3.287 -1.414
40 H -0.259 -3.984 -2.154
41 H -0.939 -3.829 -0.498
42 H -1.585 -2.826 -1.812
43 C 2.066 -2.950 -0.682
44 H 1.969 -3.508 0.253
45 H 2.234 -3.654 -1.510
46 H 2.927 -2.275 -0.596
47 C -1.469 0.467 1.615
48 O -2.265 1.126 2.177
49 H -1.171 -0.179 -0.243
50 Cl -2.392 -2.379 1.744
51 C -1.689 -2.301 3.326
52 C -2.512 -2.361 4.449
53 C -1.991 -1.978 5.691
54 C -0.659 -1.578 5.802
55 C 0.192 -1.624 4.702
56 C -0.312 -2.039 3.447
57 C 0.591 -2.154 2.273
58 H -3.547 -2.671 4.343
59 H -2.644 -1.970 6.564
60 H -0.268 -1.238 6.763
61 H 1.237 -1.306 4.785
62 H 1.654 -2.032 2.536
63 H 0.454 -3.074 1.687

=====

Molecular formula: C27H30CoN11
Method: DFT, ωB97M-V with the def2-TZVPD basis set

spin multiplicity	2
net charge	+1
energy	-82500.943	eV
frontier orbital gap (spin up / spin down)	8.2 / 8.3	eV
F_max	1.3	eV Å⁻¹

Atoms and positions in Å:
1 Co 0.043 0.328 0.661
2 C 0.373 0.986 3.757
3 N -0.245 1.683 2.626
4 C -1.678 1.964 2.737
5 C -2.422 1.445 1.548
6 N -2.129 0.321 0.943
7 C -3.090 0.162 -0.039
8 C -3.299 -0.865 -0.955
9 C -4.333 -0.720 -1.858
10 C -5.152 0.415 -1.862
11 C -4.984 1.428 -0.940
12 C -3.954 1.272 -0.024
13 N -3.500 2.066 1.009
14 C 0.875 -0.352 3.303
15 N 0.326 -1.018 2.320
16 C 1.049 -2.191 2.202
17 C 0.882 -3.275 1.347
18 C 1.778 -4.320 1.460
19 C 2.819 -4.297 2.395
20 C 2.988 -3.238 3.264
21 C 2.079 -2.196 3.160
22 N 1.935 -1.006 3.847
23 H -0.363 0.831 4.552
24 H 1.192 1.566 4.192
25 H 0.251 2.538 2.413
26 H -1.885 3.033 2.851
27 H -2.077 1.452 3.617
28 H -2.678 -1.750 -0.942
29 H -4.520 -1.494 -2.588
30 H -5.936 0.495 -2.601
31 H -5.617 2.304 -0.939
32 H -3.890 2.947 1.297
33 H 0.072 -3.288 0.635
34 H 1.677 -5.181 0.815
35 H 3.498 -5.136 2.443
36 H 3.792 -3.228 3.988
37 H 2.499 -0.687 4.616
38 C 0.054 -2.325 -3.348
39 N 1.353 -1.965 -2.805
40 C 2.489 -2.694 -3.350
41 C 1.395 -1.304 -1.609
42 N 0.369 -1.039 -0.888
43 N 2.662 -0.900 -1.214
44 C 3.030 -0.045 -0.201
45 N 4.378 0.178 -0.157
46 N 2.206 0.465 0.636
47 H 0.164 -2.522 -4.412
48 H -0.640 -1.492 -3.238
49 H -0.366 -3.220 -2.875
50 H 2.246 -3.001 -4.364
51 H 2.716 -3.592 -2.766
52 H 3.385 -2.076 -3.422
53 H -0.494 -1.421 -1.249
54 H 3.414 -1.187 -1.816
55 H 4.979 -0.055 -0.927
56 H 4.725 0.878 0.472
57 H 2.663 1.088 1.291
58 N -1.289 6.414 -3.360
59 C -1.076 5.465 -2.748
60 C -0.788 4.291 -2.000
61 C -1.360 3.070 -2.356
62 C -1.045 1.932 -1.636
63 C -0.191 1.959 -0.529
64 C 0.388 3.192 -0.217
65 C 0.106 4.344 -0.931
66 H -2.045 3.019 -3.192
67 H -1.486 0.999 -1.962
68 H 1.105 3.265 0.597
69 H 0.574 5.285 -0.673